Record 1
Entry from the OMol25 dataset: the ion C17H25BBr2N3O5P2S3 with charge +1 (ωB97M-V/def2-TZVPD).

Its LUMO energy is -5.735 eV. Its total charge is +1.

Geometry as XYZ:
```
58
Properties=species:S:1:pos:R:3:forces:R:3
C 5.8126 2.0770 -0.2876 -0.1 -0.5 0.5
C 5.5106 1.9015 1.2737 1.6 0.1 -0.9
O 4.1076 2.1380 1.5487 0.0 -1.9 0.5
B 3.4663 1.0354 2.1176 0.4 0.3 -0.1
O 3.9458 0.2635 3.1920 -0.2 0.2 -2.1
C 2.0403 0.6069 1.4103 -3.7 -0.7 -1.6
C 2.0625 -0.5074 0.3676 -1.6 1.3 0.2
S 3.7803 -1.1809 0.1924 -0.7 0.5 -0.2
C 0.8667 -0.9827 -0.3723 1.2 1.9 1.9
C 1.0480 -2.0800 -1.4564 -1.0 -0.7 -1.0
Br 2.5439 -1.7123 -2.7760 -0.6 -0.2 0.6
C 1.0633 -3.5833 -0.9584 0.8 -0.8 -0.3
C 2.1672 -3.9988 0.0715 0.1 0.2 0.8
C -0.4527 -0.3307 0.0061 -1.0 -0.1 -0.1
C -1.7780 -0.7773 -0.6056 -1.5 1.5 1.3
C -1.9558 -1.9741 -1.5817 -0.5 -0.9 -1.0
C -1.9341 -1.5254 -3.1118 0.6 0.1 0.5
N -2.1515 -2.3211 -4.0886 0.4 1.5 0.9
C -3.0438 -0.0809 -0.2800 2.7 -0.1 -0.7
P -4.5927 -0.6978 -1.2268 -1.6 -3.2 1.6
N -5.0840 -2.0740 -0.5695 0.1 1.4 -0.7
N -3.1026 1.0028 0.6810 3.4 -1.5 -1.2
S -4.6989 1.6253 0.9611 -7.1 1.9 4.6
C -5.2141 2.6909 -0.4836 0.9 -0.2 -1.0
O -4.9144 2.5187 2.1049 2.7 0.1 -1.7
O -5.6985 0.5740 1.2705 2.9 -0.2 -2.9
C -1.9060 1.4680 1.2972 0.2 -0.1 -1.1
S -2.1026 2.9100 2.4166 0.4 -0.7 -0.4
C -0.5610 0.8182 1.0144 0.5 -0.3 0.0
C 0.7457 1.2625 1.6933 1.8 -1.7 -0.9
P 0.8726 2.6808 2.9838 -0.9 1.9 0.3
O 2.0225 3.8139 2.4116 -0.8 -1.8 0.0
Br 1.6105 1.8123 4.9693 0.4 0.0 -1.2
H 5.0595 2.7521 -0.7869 0.8 -0.7 0.6
H 6.8543 2.4690 -0.4650 -1.1 -0.3 0.3
H 5.7924 1.0405 -0.7388 -0.1 1.3 0.2
H 6.1989 2.5862 1.8476 -1.2 -0.5 -0.3
H 5.7875 0.8445 1.5359 -0.3 1.1 0.0
H 3.8419 -0.6661 2.8924 0.0 0.5 0.8
H 4.2316 -0.5087 -0.9210 -0.6 -0.2 0.7
H 0.2714 -2.0731 -2.2754 0.7 0.4 1.5
H 0.0711 -3.9276 -0.5280 1.0 0.9 -0.4
H 1.2091 -4.2264 -1.8834 -0.2 0.9 0.9
H 3.2236 -3.9968 -0.3275 -1.3 -0.1 0.2
H 2.1727 -3.2935 0.9633 -0.1 -0.9 -1.0
H 1.9209 -5.0222 0.4818 0.3 1.1 -0.6
H -1.2475 -2.8349 -1.3896 -0.7 1.4 -0.2
H -2.9416 -2.5368 -1.4687 0.9 1.0 0.4
H -1.6936 -0.4273 -3.2771 -0.2 -1.1 0.3
H -2.0537 -1.7249 -4.9299 -0.2 -0.8 0.1
H -4.2987 -0.9642 -2.5910 0.6 1.0 0.4
H -5.6877 0.1878 -1.1854 0.9 0.6 -0.4
H -6.0533 -1.9066 -0.2609 0.6 -0.4 0.2
H -6.1496 2.2432 -0.9095 0.9 0.4 0.6
H -5.3783 3.7553 -0.1492 0.2 -1.4 0.2
H -4.3918 2.6915 -1.2499 -0.9 -0.1 0.6
H -2.3606 4.0153 1.6300 -0.1 -1.2 -0.2
H 1.6692 4.1891 1.5751 0.3 -0.3 0.6
```
Forces are in eV/Å.

These are the natural (NBO) partial charges, in e, on atoms 1 to 8:
1. C -0.637
2. C -0.069
3. O -0.736
4. B 1.203
5. O -0.904
6. C -0.306
7. C -0.043
8. S 0.002


Record 2
Entry from the OMol25 dataset: a structure of composition C17H25Cl4Cu2N2O (ωB97M-V/def2-TZVPD).

Its LUMO energy is -11.177 eV. Its total charge is +3.

Geometry as XYZ:
```
51
Properties=species:S:1:pos:R:3:forces:R:3
C -5.2106 14.1746 23.7197 0.8 0.2 -0.2
N -5.6042 15.5505 23.3225 -2.9 1.2 -0.5
C -6.9572 15.8734 23.5366 0.8 0.5 -0.5
C -7.4984 17.1273 23.2515 0.7 -1.6 0.0
C -6.6386 18.0505 22.7339 1.0 2.6 -0.7
C -5.2906 17.7809 22.4995 0.1 -1.8 0.2
C -4.7786 16.4915 22.8007 -1.1 0.9 1.2
C -7.0757 19.4999 22.4724 1.3 -2.1 -1.5
C -7.4740 20.2982 23.4959 -1.0 1.9 1.1
C -7.8916 21.6173 23.2588 0.2 -1.5 -2.3
N -7.7839 22.0820 21.9684 -0.4 -1.9 1.3
C -7.3818 21.2765 20.9257 1.6 -0.2 4.7
C -6.9622 20.0101 21.1537 -0.5 -0.4 1.2
C -8.2113 23.4209 21.6904 -0.2 1.1 1.1
H -5.9025 13.4339 23.3187 -0.5 0.3 0.6
H -5.1017 14.2749 24.7996 -0.1 -0.9 0.0
H -4.2779 13.8699 23.2450 0.2 0.5 0.2
H -7.6573 15.1627 23.9503 0.6 -0.7 0.0
H -8.5586 17.3155 23.3348 0.0 -0.1 0.4
H -4.6276 18.5239 22.0814 0.1 0.0 0.2
H -3.7216 16.3012 22.9147 0.1 -0.3 -0.7
H -7.5360 20.0073 24.5342 0.0 -0.5 0.0
H -8.4693 22.1759 23.9803 0.4 0.5 0.1
H -7.2563 21.8030 19.9911 0.4 -1.7 4.5
H -6.6903 19.4927 20.2455 0.2 -0.9 0.5
H -7.4662 23.8394 21.0137 -1.1 0.8 1.0
H -8.1855 23.9278 22.6550 -0.2 0.4 -0.3
H -9.2086 23.4753 21.2538 0.1 0.0 -0.2
Cu -6.1660 23.4562 19.9056 12.9 11.1 8.4
Cu -5.8567 21.6367 19.1012 3.8 -5.0 -3.0
C -8.2131 21.8351 18.9271 -2.8 -0.6 -5.0
O -7.3353 22.8981 19.1873 -14.3 -3.1 -6.3
H -8.7979 21.3175 19.6875 -0.5 0.8 -0.2
H -8.8725 21.9685 18.0695 -0.2 1.2 0.0
H -7.5797 21.0720 18.4749 -0.6 -0.3 0.6
Cl -8.2021 18.9537 18.4010 -1.1 -1.3 1.5
C -7.5126 19.6531 17.0087 0.7 0.5 -2.4
C -8.0937 19.0336 15.6947 0.2 0.2 0.0
Cl -9.8606 18.7358 15.7927 0.6 0.1 0.2
H -6.4416 19.5691 17.1935 0.4 -0.8 -0.9
H -7.5757 20.7412 16.9913 -1.0 -0.4 -0.6
H -7.5777 18.1115 15.4270 -0.2 -0.1 0.2
H -7.9992 19.7131 14.8477 0.3 0.2 0.3
Cl -5.9510 25.8160 16.3072 -0.1 0.0 0.2
C -5.5547 24.1125 16.4650 2.8 0.5 -0.8
C -6.6281 23.2728 16.9239 -1.5 1.2 -1.3
Cl -7.8581 23.3534 15.6259 -0.5 -0.8 0.5
H -4.7180 24.0295 17.1586 0.3 0.2 0.3
H -5.1644 23.7220 15.5252 0.0 0.4 -0.2
H -7.0029 23.6334 17.8818 -0.2 0.3 -2.6
H -6.2671 22.2480 17.0104 0.2 -0.6 -0.1
```
Forces are in eV/Å.

These are the natural (NBO) partial charges, in e, on atoms 1 to 8:
1. C -0.426
2. N -0.238
3. C 0.124
4. C -0.208
5. C 0.016
6. C -0.213
7. C 0.129
8. C 0.078


Record 3
Entry from the OMol25 dataset: a cluster of 6 separate species, C17H25Cl4FO12 in total (ωB97M-V/def2-TZVPD).

The SMILES is O=C1OC[C@@H](F)O1.C[C@H]1COC(=O)O1.C[C@H]1COC(=O)O1.C[C@H]1COC(=O)O1.ClCCl.ClCCl. The energy relative to the best compared isomer or geometry (same formula, charge and spin) is 56.0 kcal/mol. Its LUMO energy is -0.054 eV.

Geometry as XYZ:
```
59
Properties=species:S:1:pos:R:3:forces:R:3
C 6.2371 0.6077 2.2475 0.2 1.6 -0.5
C 6.3818 -0.8545 2.3965 -2.5 1.2 0.1
C 5.7857 -1.5652 1.1464 2.1 -1.3 2.1
O 7.0287 -2.2278 0.6803 -1.1 0.0 -0.4
C 8.0264 -2.1099 1.5799 2.5 -1.0 -0.6
O 9.0794 -2.7486 1.5347 -3.1 2.0 0.3
O 7.7218 -1.1235 2.4649 2.1 -1.8 -0.3
H 5.2186 0.9875 2.3290 0.0 -0.1 0.4
H 6.5550 0.8703 1.2385 0.1 0.1 -0.2
H 6.9338 1.1363 2.8981 -0.3 0.1 0.3
H 5.9231 -1.1795 3.3304 -0.2 -0.3 -0.1
H 5.2924 -0.9095 0.4289 0.5 -0.3 -0.2
H 5.1485 -2.3412 1.5704 -0.3 -0.1 -0.8
C -6.3240 4.1141 1.7039 -0.5 -0.4 -0.7
C -6.1668 3.4410 0.3060 0.5 1.0 0.3
C -6.3664 4.2983 -0.9768 -1.4 -0.2 2.2
O -5.1266 4.3007 -1.6127 0.4 0.6 -1.6
C -4.1823 3.6337 -0.9365 0.1 0.0 1.7
O -3.0096 3.5342 -1.1602 -1.4 0.1 -0.4
O -4.7660 3.1713 0.2094 0.6 -1.2 0.0
H -7.3575 4.1203 2.0505 -0.1 -0.1 -0.1
H -5.9740 5.1455 1.7480 0.2 -0.1 -0.3
H -5.7469 3.5225 2.4145 0.0 0.0 0.0
H -6.8071 2.5631 0.2195 0.5 -0.4 0.3
H -6.6965 5.2534 -0.5681 0.5 0.6 -0.8
H -7.1968 3.9079 -1.5651 0.5 -0.1 -0.5
C -0.5137 2.6954 3.9324 -0.7 -0.2 0.9
C -0.7714 1.4338 4.7480 0.0 1.0 -1.4
C -2.0040 0.6182 4.4188 0.1 2.7 -1.0
O -1.5235 -0.6457 4.6344 -1.8 -2.6 0.6
C -0.2073 -0.7028 4.4727 1.9 -4.4 0.4
O 0.4483 -1.7525 4.5006 -1.8 2.9 -0.2
O 0.2519 0.4951 4.3027 1.1 1.9 0.8
H 0.3772 3.1725 4.3409 0.1 0.0 -0.5
H -1.3399 3.3901 4.0843 -0.1 0.1 0.0
H -0.4677 2.4396 2.8739 0.3 0.2 0.1
H -0.7864 1.6528 5.8156 0.8 -0.4 0.2
H -2.2574 0.8099 3.3762 0.0 -0.5 -0.4
H -2.8847 0.9675 4.9577 0.1 -0.8 0.6
C -0.7289 -1.8915 -0.7436 -0.9 -1.2 -0.2
Cl 0.0056 -3.5134 -0.4183 -0.6 0.5 0.1
Cl 0.5227 -0.8094 -1.1940 0.6 1.0 -0.1
H -1.4248 -1.9866 -1.5772 0.3 -0.2 0.0
H -1.3424 -1.5537 0.0916 0.6 -0.1 0.3
C -7.6779 -3.7870 -2.3560 0.9 -1.2 -1.2
Cl -9.0807 -3.2984 -3.2873 -0.5 0.3 0.3
Cl -6.6682 -2.4799 -1.7867 -0.1 0.4 0.5
H -7.9103 -4.5333 -1.5963 -0.3 0.6 0.2
H -7.0554 -4.2848 -3.0995 0.0 -0.1 0.2
C 4.2030 -3.5625 -6.5963 -1.0 0.3 -1.5
C 3.7954 -2.2513 -5.8869 0.5 -2.9 -0.3
O 4.5835 -1.2781 -6.5100 -1.4 1.3 2.0
C 5.0569 -1.7094 -7.6379 4.1 -0.8 -3.9
O 5.7850 -1.0986 -8.4225 -2.6 -1.3 2.3
O 4.8222 -3.0608 -7.7861 0.0 0.3 0.1
F 4.2304 -2.5706 -4.6492 0.0 1.6 1.7
H 3.3882 -4.2403 -6.8509 -0.3 0.4 -0.3
H 4.8328 -4.1908 -5.9665 0.6 0.6 -0.1
H 2.7301 -2.0220 -5.8625 0.2 0.4 0.0
```
Forces are in eV/Å.

These are the natural (NBO) partial charges, in e, on atoms 1 to 8:
1. C -0.623
2. C 0.056
3. C -0.087
4. O -0.497
5. C 0.971
6. O -0.580
7. O -0.481
8. H 0.219


| no. | E (hartree) |
| --- | --- |
| 1 | -8252.906043 |
| 2 | -5967.755612 |
| 3 | -3506.251868 |